Entry 1:
Here is a structure of composition C5H8InLiO4 at a distorted geometry from OMol25. Energies are from ωB97M-V/def2-TZVPD.

CARTESIAN COORDINATES (ANGSTROEM)
C  -1.736  1.598  2.026
C  -1.143  1.197  0.695
O  -1.794  0.279  0.017
Li  -1.671  -0.119  -1.755
H  -1.077  2.313  2.543
H  -2.728  2.054  1.903
H  -1.833  0.702  2.660
H  0.126  0.450  0.781
H  -0.953  2.102  0.072
O  1.831  -1.900  0.501
C  -0.150  -1.629  -2.068
C  1.593  -0.652  0.343
O  -0.189  -2.862  -2.082
O  1.221  -1.240  -1.934
C  1.505  -0.147  -1.081
In  1.713  -3.078  -1.143
H  2.155  0.036  1.005
H  2.458  0.306  -1.386
H  0.674  0.589  -1.096

## Properties
Highest occupied orbital energy (alpha / beta)   -12.20 / -11.82 eV
Energy above the lowest of the compared OMol25 structures with the same formula, charge and spin   2.318 eV
Frontier orbital gap (alpha / beta)   7.5 / 5.1 eV
Calculated total energy   -693.54240 Eh
2S+1   2
LUMO (alpha / beta)   -4.73 / -6.68 eV
<S²>   0.80
Net charge   +1



Entry 2:
Here is a structure of composition C5H8KO5 at a distorted geometry from OMol25. Energies are from ωB97M-V/def2-TZVPD.

CARTESIAN COORDINATES (ANGSTROEM)
O  -0.896  0.755  1.742
C  -0.152  -0.115  2.443
C  -0.056  1.593  0.924
O  -0.628  -0.938  3.182
O  1.142  0.165  2.334
C  1.352  1.261  1.432
H  -0.340  2.635  1.103
H  -0.232  1.298  -0.123
H  2.019  0.920  0.634
H  1.810  2.080  1.996
O  -1.662  0.047  -2.000
O  -0.119  -1.824  -0.284
C  -0.762  -0.881  -2.477
C  0.337  -1.302  -1.473
H  -0.217  -0.531  -3.396
H  -1.264  -1.837  -2.796
H  0.970  -0.388  -1.312
H  1.007  -2.010  -2.034
K  -2.309  -0.930  0.104

## Properties
Highest occupied orbital energy   -2.31 eV
Frontier orbital gap   4.7 eV
Calculated total energy   -1171.46309 Eh
LUMO   2.41 eV
Net charge   -1



Entry 3:
Here is a structure of composition C5H8N at a distorted geometry from OMol25. Energies are from ωB97M-V/def2-TZVPD.

CARTESIAN COORDINATES (ANGSTROEM)
C  0.426  0.678  1.707
C  0.091  -0.596  1.334
C  0.045  1.246  0.404
C  -0.182  -0.143  -0.104
C  -1.157  -0.776  -0.984
N  1.148  0.256  -0.688
H  0.554  1.161  2.569
H  0.078  -1.604  1.795
H  -0.108  2.283  0.174
H  -1.566  -0.152  -1.756
H  -1.845  -1.485  -0.734
H  -0.506  -1.284  -1.653
H  0.969  0.394  -1.762
H  2.055  0.021  -0.301

## Properties
Highest occupied orbital energy   -14.76 eV
Energy above the lowest of the compared OMol25 structures with the same formula, charge and spin   4.417 eV
Frontier orbital gap   9.8 eV
Calculated total energy   -249.66282 Eh
LUMO   -4.93 eV
Net charge   +1



Entry 4:
Here is the ion C5H8N with charge +1 at a distorted geometry from OMol25. Energies are from ωB97M-V/def2-TZVPD.

CARTESIAN COORDINATES (ANGSTROEM)
C  -2.472  0.563  -0.108
C  1.186  1.351  -0.518
C  0.814  0.621  0.717
C  -0.182  -0.310  0.163
C  0.229  -1.752  -0.109
N  -1.447  0.004  0.035
H  -3.426  0.975  -0.331
H  0.548  2.224  -0.806
H  1.942  1.151  -1.272
H  1.693  0.038  1.251
H  0.283  1.354  1.374
H  1.168  -1.766  0.298
H  0.083  -2.076  -1.152
H  -0.420  -2.379  0.457

## Properties
Highest occupied orbital energy (alpha / beta)   -13.08 / -13.34 eV
Energy above the lowest of the compared OMol25 structures with the same formula, charge and spin   5.108 eV
Frontier orbital gap (alpha / beta)   7.2 / 8.4 eV
Calculated total energy   -249.63744 Eh
LUMO (alpha / beta)   -5.92 / -4.98 eV
Net charge   +1



Entry 5:
Here is the ion C5H8N with charge +1 at a distorted geometry from OMol25. Energies are from ωB97M-V/def2-TZVPD.

CARTESIAN COORDINATES (ANGSTROEM)
C  -3.099  0.349  -0.125
C  -1.899  -0.077  0.091
C  -0.736  -0.516  0.285
C  0.307  -1.201  0.010
N  1.692  -0.595  -0.099
C  1.639  0.898  0.132
H  -3.348  1.383  -0.521
H  -3.965  -0.337  -0.039
H  0.368  -2.306  0.266
H  2.248  -0.924  0.655
H  2.038  -0.640  -1.102
H  2.607  1.469  0.293
H  1.126  1.411  -0.761
H  1.022  1.087  0.915

## Properties
Highest occupied orbital energy   -13.87 eV
Energy above the lowest of the compared OMol25 structures with the same formula, charge and spin   4.002 eV
Frontier orbital gap   9.7 eV
Calculated total energy   -249.67809 Eh
LUMO   -4.20 eV
SMILES   C=C=C=C[NH2+]C
Net charge   +1



Entry 6:
Here is the ion C5H8N with charge +1 at a distorted geometry from OMol25. Energies are from ωB97M-V/def2-TZVPD.

CARTESIAN COORDINATES (ANGSTROEM)
C  -2.887  0.040  0.139
C  -1.553  -0.059  -0.252
N  -0.406  -0.139  -0.512
C  1.110  -0.076  -0.759
C  1.822  0.776  0.211
C  2.001  -0.802  0.254
H  -3.633  -0.292  -0.564
H  -3.000  1.060  0.662
H  -3.106  -0.548  0.929
H  1.191  0.073  -1.875
H  1.506  1.311  1.048
H  2.512  1.346  -0.316
H  2.954  -1.272  0.034
H  1.488  -1.418  1.002

## Properties
Highest occupied orbital energy   -15.34 eV
Energy above the lowest of the compared OMol25 structures with the same formula, charge and spin   3.006 eV
Frontier orbital gap   11.8 eV
Calculated total energy   -249.71469 Eh
LUMO   -3.57 eV
SMILES   CC#[N+]C1CC1
Net charge   +1



Entry 7:
Here is a structure of composition C5H8N at a distorted geometry from OMol25. Energies are from ωB97M-V/def2-TZVPD.

CARTESIAN COORDINATES (ANGSTROEM)
C  -0.627  0.817  -0.293
C  0.815  -0.475  0.126
C  1.732  1.404  -1.240
C  -0.513  -0.534  0.506
C  -1.414  -1.428  1.257
N  0.870  0.782  -0.485
H  -1.172  0.747  -1.169
H  -0.928  1.618  0.274
H  1.620  -1.194  0.307
H  1.547  2.366  -1.863
H  -1.786  -0.975  2.115
H  -0.722  -2.216  1.272
H  -2.193  -1.777  0.680
H  2.772  0.866  -1.488

## Properties
Highest occupied orbital energy   -14.44 eV
Energy above the lowest of the compared OMol25 structures with the same formula, charge and spin   3.428 eV
Frontier orbital gap   9.1 eV
Calculated total energy   -249.69917 Eh
LUMO   -5.32 eV
Net charge   +1



Entry 8:
Here is the ion C5H8N with charge +1 at a distorted geometry from OMol25. Energies are from ωB97M-V/def2-TZVPD.

CARTESIAN COORDINATES (ANGSTROEM)
C  1.717  0.282  -0.688
C  2.536  -0.408  -1.348
C  0.773  1.204  -0.105
C  -1.037  -0.005  0.925
C  -2.393  -0.547  0.818
N  -0.541  0.685  0.005
H  3.350  -0.958  -1.036
H  2.267  -0.848  -2.376
H  1.162  1.648  0.746
H  0.636  1.954  -0.850
H  -0.508  -0.657  1.626
H  -2.179  -1.454  0.255
H  -3.029  0.042  0.271
H  -2.755  -0.939  1.757

## Properties
Highest occupied orbital energy   -14.05 eV
Energy above the lowest of the compared OMol25 structures with the same formula, charge and spin   5.161 eV
Frontier orbital gap   7.2 eV
Calculated total energy   -249.63548 Eh
LUMO   -6.85 eV
Net charge   +1



Entry 9:
Here is the ion C5H8N with charge +1 at a distorted geometry from OMol25. Energies are from ωB97M-V/def2-TZVPD.

CARTESIAN COORDINATES (ANGSTROEM)
C  1.718  0.259  1.596
C  1.404  -0.533  0.466
C  0.080  0.003  0.118
C  -1.056  -1.042  -0.085
C  -0.057  1.328  -0.651
N  0.408  0.117  1.669
H  2.635  0.530  2.167
H  1.692  -1.530  0.134
H  -0.995  -1.350  -1.105
H  -2.073  -0.522  -0.156
H  -1.030  -1.958  0.681
H  -1.158  1.611  -0.673
H  0.318  1.077  -1.671
H  0.718  2.000  -0.279

## Properties
Highest occupied orbital energy (alpha / beta)   -12.78 / -17.01 eV
Energy above the lowest of the compared OMol25 structures with the same formula, charge and spin   4.496 eV
Frontier orbital gap (alpha / beta)   7.6 / 8.2 eV
Calculated total energy   -249.53086 Eh
2S+1   3
LUMO (alpha / beta)   -5.19 / -8.77 eV
<S²>   2.01
Net charge   +1



Entry 10:
Here is the ion C5H8N with charge +1 at a distorted geometry from OMol25. Energies are from ωB97M-V/def2-TZVPD.

CARTESIAN COORDINATES (ANGSTROEM)
C  1.403  1.091  0.461
C  2.428  1.886  0.706
C  -0.588  -0.553  -0.124
C  -0.298  -1.846  -0.663
C  -1.901  0.071  0.072
N  0.413  0.394  0.212
H  3.331  1.511  0.319
H  2.389  2.820  1.183
H  0.388  -2.217  0.021
H  0.287  -1.658  -1.565
H  -1.109  -2.594  -0.862
H  -1.951  0.794  1.006
H  -2.791  -0.580  -0.062
H  -2.001  0.880  -0.703

## Properties
Highest occupied orbital energy (alpha / beta)   -11.73 / -17.02 eV
Energy above the lowest of the compared OMol25 structures with the same formula, charge and spin   2.082 eV
Frontier orbital gap (alpha / beta)   7.3 / 8.9 eV
Calculated total energy   -249.61955 Eh
2S+1   3
LUMO (alpha / beta)   -4.45 / -8.13 eV
<S²>   2.01
Net charge   +1